{
  "formula": "C12H13BrN5OPtS2Te",
  "method": "ωB97M-V/def2-TZVPD",
  "species": ["Pt", "Te", "Br", "S", "S", "O", "N", "N", "N", "N", "N", "C", "C", "C", "C", "C", "C", "C", "C", "C", "C", "C", "C", "H", "H", "H", "H", "H", "H", "H", "H", "H", "H", "H", "H", "H"],
  "coordinates": [[-1.54, 0.07, 0.91], [-3.12, -1.56, -0.22], [-2.47, -0.46, 3.63], [-1.11, -3.21, -2.34], [-0.79, 1.88, -0.77], [0.34, 3.09, 6.19], [-0.45, 1.10, 2.67], [0.66, 0.98, -2.88], [0.87, -0.26, -1.14], [1.48, -0.03, -3.23], [0.77, -0.76, 0.15], [-2.17, -1.03, -3.16], [0.24, 0.87, -1.60], [-0.90, 1.51, 5.00], [1.61, -0.78, -2.19], [0.12, 2.47, 5.04], [2.39, -2.02, -2.06], [-0.86, -2.74, -3.97], [-1.48, -1.57, -4.27], [-2.07, -1.79, -2.04], [-1.12, 0.87, 3.80], [0.85, 2.71, 3.87], [0.52, 2.02, 2.73], [0.40, 1.70, -3.54], [-2.74, -0.12, -3.20], [-1.46, -1.10, -5.24], [2.90, -2.21, -3.00], [3.12, -1.91, -1.26], [0.73, -1.77, 0.15], [1.52, -0.42, 0.75], [1.05, 3.75, 6.12], [-0.29, -3.38, -4.62], [1.05, 2.21, 1.81], [1.65, 3.44, 3.86], [-1.49, 1.30, 5.88], [1.74, -2.86, -1.84]],
  "total_charge": 1,
  "e_above_lowest_kcal_mol": 29.6,
  "homo_energy_ha": [-0.380, -0.378],
  "orbital_gap_ev": [5.881, 5.796],
  "mol_weight_g_mol": 709.99
}

***

{
  "formula": "C12H13BrNbO",
  "method": "ωB97M-V/def2-TZVPD",
  "species": ["Nb", "Br", "O", "C", "C", "C", "C", "C", "C", "C", "C", "C", "C", "C", "C", "H", "H", "H", "H", "H", "H", "H", "H", "H", "H", "H", "H", "H"],
  "coordinates": [[0.25, -0.16, 0.05], [0.54, -2.82, -0.17], [1.67, -0.03, 1.55], [-2.00, -0.27, -0.23], [-1.09, 0.44, 1.78], [0.81, 2.06, -2.27], [0.90, -0.99, 1.96], [-0.16, 1.17, -2.81], [1.15, -1.98, 3.06], [-2.08, 1.16, -0.17], [-1.52, -0.77, 1.03], [1.91, 1.28, -1.79], [1.64, -0.11, -2.10], [0.31, -0.17, -2.67], [-1.60, 1.60, 1.06], [2.83, 1.64, -1.33], [1.88, -2.76, 2.71], [-2.61, 1.71, -0.93], [-1.59, 2.59, 1.47], [-1.08, 1.46, -3.31], [0.20, -2.51, 3.31], [-0.84, 0.48, 2.83], [-1.69, -1.78, 1.42], [2.36, -0.94, -2.03], [-0.19, -1.07, -3.01], [1.53, -1.48, 3.95], [-2.31, -0.90, -1.06], [0.78, 3.14, -2.30]],
  "total_charge": 1,
  "homo_energy_ha": -0.434,
  "orbital_gap_ev": 6.467,
  "mol_weight_g_mol": 346.04
}

***

{
  "formula": "C12H13Cl31F2N2O3P",
  "method": "ωB97M-V/def2-TZVPD",
  "species": ["Cl", "Cl", "Cl", "Cl", "Cl", "Cl", "Cl", "Cl", "Cl", "Cl", "Cl", "Cl", "Cl", "Cl", "Cl", "Cl", "Cl", "Cl", "Cl", "Cl", "Cl", "Cl", "Cl", "Cl", "Cl", "Cl", "Cl", "Cl", "Cl", "Cl", "Cl", "P", "F", "F", "O", "O", "O", "N", "N", "C", "C", "C", "C", "C", "C", "C", "C", "C", "C", "C", "C", "H", "H", "H", "H", "H", "H", "H", "H", "H", "H", "H", "H", "H"],
  "coordinates": [[1.61, -3.48, 3.49], [3.04, 3.40, -5.89], [6.32, 2.54, 0.50], [7.82, 7.79, -1.16], [-4.89, 2.15, -2.55], [-2.29, 1.13, -1.73], [0.30, 3.00, -6.79], [-1.08, -5.52, -0.02], [3.70, 3.47, -0.38], [-1.05, -0.42, 2.07], [-0.07, -3.92, 5.83], [6.00, 5.83, -2.33], [-0.50, -5.49, 3.41], [2.41, 2.29, -3.11], [5.06, 7.64, -0.25], [-1.86, -3.20, 1.68], [1.50, 0.35, -1.14], [2.17, 4.52, -8.43], [-2.03, 3.85, 0.96], [-0.72, 8.14, 2.03], [1.08, -0.16, -3.98], [-2.33, 7.33, -0.26], [-2.52, 2.77, -4.12], [-1.18, -1.54, -0.61], [-0.68, 2.60, 3.22], [0.25, 6.07, 0.23], [-0.33, -2.55, 8.61], [0.55, -0.07, 7.38], [3.91, 1.35, 1.60], [0.48, 2.44, 0.56], [2.39, -1.61, 9.03], [-3.16, -5.70, 0.44], [-4.72, -4.38, -2.56], [-2.12, -7.68, -3.67], [-3.43, -6.06, 2.14], [-6.19, -6.33, -2.25], [-4.22, -8.76, -3.19], [-3.72, -7.11, -0.57], [-3.69, -6.65, -1.88], [-3.41, -7.75, -2.88], [-4.92, -5.84, -2.24], [-0.46, 3.44, 1.67], [6.44, 6.72, -0.86], [-0.83, -1.88, 1.09], [-0.69, 7.57, 0.35], [-3.15, 2.48, -2.50], [1.17, 1.09, -2.71], [0.71, -4.68, 4.43], [1.99, 3.17, -7.30], [0.70, -1.13, 8.79], [4.65, 2.07, 0.16], [0.37, -0.57, 9.68], [4.65, 1.33, -0.63], [-2.99, 3.38, -1.90], [-3.02, -7.89, -0.43], [1.41, -5.43, 4.79], [6.74, 5.99, -0.09], [0.20, 1.59, -2.66], [2.29, 2.25, -7.80], [-0.20, 8.33, -0.26], [-4.67, -7.46, -0.26], [0.08, 4.36, 1.86], [0.21, -2.19, 1.17], [-3.09, -7.00, 2.24]],
  "total_charge": 1,
  "homo_energy_ha": -0.439,
  "orbital_gap_ev": 5.816,
  "mol_weight_g_mol": 1401.26
}

***

{
  "formula": "C12H13Cl5CrN2O5",
  "method": "ωB97M-V/def2-TZVPD",
  "species": ["Cr", "Cl", "Cl", "Cl", "Cl", "Cl", "O", "O", "O", "O", "O", "N", "N", "C", "C", "C", "C", "C", "C", "C", "C", "C", "C", "C", "C", "H", "H", "H", "H", "H", "H", "H", "H", "H", "H", "H", "H", "H"],
  "coordinates": [[0.49, -0.51, -0.04], [-3.33, 3.73, -3.25], [-3.67, 3.22, -0.20], [0.31, -0.14, -3.61], [-2.09, 1.05, 1.20], [-1.36, 2.00, -4.89], [1.51, 2.01, 1.05], [0.31, 0.59, 4.02], [0.12, -0.02, 1.86], [2.51, -0.97, 0.78], [2.06, 0.26, -1.01], [-0.89, -1.87, 0.82], [0.86, -2.18, -1.18], [-2.57, 2.29, -1.12], [2.83, 1.43, 0.92], [-1.52, 1.73, -3.21], [-0.17, -3.23, -1.02], [-0.77, 0.75, -2.57], [-1.81, 1.29, -0.52], [1.07, 2.12, 2.37], [-0.87, 0.49, -1.19], [-0.53, -3.27, 0.44], [0.47, 0.78, 2.72], [-2.42, 2.51, -2.48], [2.55, 0.14, 0.18], [1.78, -2.50, -0.89], [0.27, 2.85, 2.41], [-1.04, -2.95, -1.62], [0.34, -3.56, 1.03], [0.18, -4.20, -1.36], [-0.10, -0.26, 4.19], [-1.33, -3.97, 0.64], [-0.87, -1.78, 1.83], [-1.84, -1.67, 0.53], [3.28, 1.20, 1.89], [1.85, 2.41, 3.07], [3.45, 2.12, 0.36], [0.94, -1.88, -2.14]],
  "total_charge": 1,
  "e_above_lowest_kcal_mol": 27.3,
  "homo_energy_ha": [-0.429, -0.428],
  "orbital_gap_ev": [7.304, 7.787],
  "multiplicity": 2,
  "mol_weight_g_mol": 494.51
}